C37H48AlBBrO2 | the ωB97M-V functional and the def2-TZVPD basis

Last column: Mulliken charge in e.
Cartesian coordinates (Å):
H1 6.381 4.184 0.420  0.3769
Br1 -1.160 1.952 0.591  -0.5639
H2 -7.140 -2.280 1.871  0.3799
C1 8.459 4.263 -5.365  -0.3804
C2 2.691 -3.816 -3.047  -0.2610
C3 8.886 4.885 -4.200  -0.3876
H3 -0.121 -0.307 -0.753  0.1003
H4 -2.252 -0.362 2.661  -0.3569
H5 7.051 8.201 1.734  0.3519
H6 -7.037 -3.802 3.871  0.3247
H7 2.744 -5.996 -5.636  0.3502
H8 -0.580 -4.626 -3.310  0.4168
C4 -8.626 -1.934 7.637  -0.4437
C5 8.802 4.216 -2.986  -0.4500
H9 -4.594 1.221 1.086  0.3510
C6 2.325 -0.299 -2.698  0.0779
C7 -8.667 -2.737 6.506  -0.2070
H10 -6.760 -2.085 4.197  0.4277
C8 6.403 7.048 -1.382  -0.4251
H11 -11.714 -0.563 7.442  0.3483
H12 -4.663 -1.390 4.879  0.3007
H13 4.261 -4.578 -4.295  0.3572
H14 9.275 5.894 -4.235  0.3894
C9 8.298 2.924 -2.940  -0.3111
C10 2.685 1.237 -4.514  -0.4693
C11 6.740 6.142 1.219  -0.3785
H15 6.268 7.400 -2.397  0.3819
C12 7.952 2.972 -5.318  -0.5248
C13 0.988 -5.403 -4.555  -0.4095
H16 8.518 4.787 -6.311  0.3714
C14 1.864 0.346 -3.837  -0.6349
H17 7.612 2.489 -6.225  0.3924
C15 -5.035 -1.793 1.851  0.4748
H18 -7.734 -1.911 8.250  0.3546
C16 -6.339 -2.973 3.716  -0.4816
H19 -4.185 -2.389 1.521  -0.1188
H20 6.862 5.789 2.235  0.3629
C17 -9.722 -1.153 7.975  -0.3872
H21 -7.811 -3.342 6.239  0.4348
H22 6.751 9.008 -0.582  0.3579
H23 -5.613 -1.283 -0.156  0.2713
O1 -5.112 -3.339 4.312  -0.3958
C18 7.875 2.301 -4.105  -0.3710
H24 7.476 1.295 -4.068  0.5055
C19 3.610 -0.049 -2.237  -0.7947
C20 0.481 -4.622 -3.525  -0.3591
H25 -1.800 -3.508 0.919  0.3156
H26 -3.541 -2.648 5.373  0.2831
H27 1.681 -0.990 -2.172  0.4431
H28 2.322 1.742 -5.401  0.3583
H29 -0.987 -3.708 -0.643  0.0967
H30 3.969 -0.549 -1.346  0.3967
C21 -6.201 -2.722 2.217  -0.9230
H31 3.354 -3.190 -2.463  0.3560
C22 -9.804 -2.757 5.711  -0.4033
O2 -0.304 -1.250 -0.836  -0.4840
C23 3.200 -4.594 -4.076  -0.4283
B1 -1.401 -1.577 -0.060  0.0564
H32 -6.327 -0.288 1.093  0.3483
C24 4.431 0.842 -2.913  -0.1189
H33 -6.111 -3.684 1.707  0.3596
C25 3.970 1.485 -4.052  -0.3352
H34 0.322 -6.020 -5.144  0.3565
C26 -10.860 -1.175 7.181  -0.3771
C27 -4.313 0.317 0.537  -0.9666
H35 -11.786 -1.988 5.425  0.3539
H36 6.093 4.988 -1.896  0.5288
C28 6.675 7.950 -0.363  -0.3476
H37 8.228 2.405 -1.992  0.3884
H38 -4.344 0.604 -0.518  0.4311
C29 6.301 5.693 -1.101  -0.4072
H39 -5.116 -2.495 6.203  0.1964
C30 2.348 -5.389 -4.831  -0.3610
C31 -5.390 -0.763 0.780  -0.8082
C32 -10.901 -1.976 6.049  -0.3731
H40 9.116 4.707 -2.074  0.3812
H41 -2.720 -3.298 -0.561  0.3045
H42 4.612 2.184 -4.575  0.3782
C33 6.469 5.240 0.200  -0.4273
H43 -9.831 -3.376 4.823  0.3474
C34 6.843 7.497 0.938  -0.3736
H44 -4.716 -1.246 2.737  -0.0469
H45 5.432 1.042 -2.548  0.3253
Al1 -2.400 -0.075 1.075  0.6639
C35 1.331 -3.828 -2.769  -0.1519
H46 0.860 0.153 -4.193  0.4083
H47 0.930 -3.212 -1.973  0.1352
C36 -4.594 -2.417 5.244  -0.6432
C37 -1.743 -3.129 -0.103  -0.9366
H48 -9.687 -0.522 8.854  0.3519

Forces on atoms 1 to 3 (eV/Å):
H -0.01 -0.01 0.00
Br 0.10 0.02 -0.10
H -0.10 -0.01 0.01

Computed properties:
* charge: -1



C37H48AsN6O4PReSSeSi2 | the ωB97M-V functional and the def2-TZVPD basis

Last column: Löwdin spin population.
Cartesian coordinates (Å):
C1 2.060 1.148 3.218  0.0002
C2 1.984 -3.647 3.463  0.0003
H1 2.971 -1.652 -0.310  0.0000
As1 -0.485 -1.444 -0.738  -0.2572
H2 -2.939 6.270 2.412  0.0000
C3 -2.420 -4.343 -0.588  -0.0094
H3 0.117 -4.630 -2.580  0.0000
C4 0.741 -3.629 4.061  -0.0007
H4 -4.007 -1.438 0.118  0.0003
H5 1.856 -4.733 -2.849  -0.0001
C5 -1.838 4.448 2.237  -0.0003
H6 4.033 -0.498 -3.060  0.0000
O1 1.989 0.547 -1.145  0.0269
C6 -3.683 1.420 -1.120  0.0018
C7 0.676 -4.545 0.618  -0.0028
C8 -1.571 3.587 0.005  0.0003
C9 2.356 -2.684 2.538  -0.0007
H7 -1.563 -4.939 -0.899  0.0000
C10 0.584 4.206 -2.070  0.0006
H8 -4.945 -2.447 -0.980  -0.0003
C11 1.456 -1.699 2.195  -0.0026
H9 -4.276 -0.919 -1.553  0.0000
Si1 -2.537 -2.686 -1.466  -0.0288
H10 -1.613 -0.738 2.729  0.0068
H11 -0.072 -4.004 1.203  -0.0015
S1 3.208 -5.011 3.582  -0.0001
C12 -5.266 1.871 -2.864  -0.0004
C13 3.045 -0.060 -3.218  0.0000
H12 1.006 -3.231 -3.208  -0.0010
N1 -0.649 -0.486 2.528  0.0204
H13 0.443 2.531 1.647  0.0022
O2 3.110 -5.530 2.215  -0.0001
H14 2.309 -0.858 -3.249  -0.0008
H15 1.040 2.480 -5.495  0.0000
C14 -4.083 -1.778 -0.916  -0.0012
C15 -2.779 5.635 0.368  -0.0003
C16 1.051 -4.072 -2.515  -0.0018
C17 -2.655 1.933 -1.913  -0.0014
H16 -5.785 1.027 -0.963  0.0000
O3 4.447 -4.314 3.838  0.0000
H17 -0.395 0.261 3.182  0.0018
C18 -4.245 2.366 -3.662  -0.0001
H18 -3.446 1.057 -0.125  0.0040
P1 -1.068 2.194 -1.058  0.0065
H19 -3.346 6.470 -0.021  0.0000
C19 -2.556 5.519 1.734  0.0000
H20 -1.669 4.354 3.304  0.0000
C20 1.318 4.829 -3.071  0.0001
C21 2.748 0.870 -2.075  0.0026
H21 -3.322 -4.916 -0.817  -0.0016
H22 -0.226 1.340 -3.693  -0.0006
C22 1.131 1.055 5.281  0.0002
H23 4.388 0.067 5.521  0.0000
Si2 1.391 -3.515 -0.755  -0.0055
C23 -0.142 -2.588 3.762  0.0011
H24 -0.583 2.322 2.857  0.0006
N2 3.443 2.012 -2.063  0.0010
Re1 -0.454 0.483 0.515  1.2386
H25 1.476 -4.864 1.307  -0.0003
H26 -1.470 -3.247 -3.666  -0.0001
C24 -4.985 1.400 -1.588  0.0004
C25 2.342 0.627 5.881  0.0000
H27 -6.282 1.858 -3.235  0.0000
C26 3.334 0.704 3.733  0.0001
N3 2.019 1.352 1.898  -0.0020
H28 2.364 0.456 6.948  0.0000
H29 0.431 4.710 -1.124  0.0000
C27 0.223 -1.628 2.833  0.0008
H30 -2.163 2.830 -3.810  0.0000
H31 1.748 5.806 -2.896  0.0000
N4 4.291 0.597 2.830  -0.0005
H32 -2.429 -1.758 -3.763  -0.0002
H33 0.210 -5.445 0.210  -0.0001
C28 0.007 2.959 -2.301  0.0035
N5 -0.554 2.380 1.840  0.0046
H34 -1.110 -2.541 4.253  0.0000
H35 3.268 2.697 -1.347  0.0000
H36 3.593 -3.204 0.282  -0.0001
H37 -3.230 -3.327 -3.742  -0.0006
H38 3.994 2.299 -2.853  0.0001
H39 3.343 -2.743 2.098  0.0000
H40 1.698 -0.990 1.417  -0.0004
C29 -2.942 2.414 -3.187  -0.0004
H41 0.468 -4.406 4.764  0.0000
H42 -4.469 2.745 -4.651  0.0000
H43 -2.495 4.733 -1.557  0.0000
C30 3.059 -2.713 -0.535  -0.0005
C31 0.923 2.955 -4.529  -0.0001
C32 -1.329 3.495 1.367  0.0030
H44 0.252 1.195 5.901  0.0000
Se1 3.636 0.978 1.274  0.0005
C33 1.473 4.211 -4.305  0.0002
H45 -2.377 -4.218 0.496  -0.0002
C34 3.451 0.427 5.118  0.0000
C35 -2.388 -2.762 -3.336  -0.0047
N6 0.959 1.294 3.999  0.0000
H46 3.654 -2.821 -1.444  0.0000
H47 3.066 0.473 -4.167  0.0002
C36 0.207 2.321 -3.526  0.0000
O4 2.725 -5.896 4.605  0.0000
C37 -2.297 4.666 -0.494  -0.0006
H48 2.019 4.712 -5.094  0.0000

Forces on atoms 1 to 3 (eV/Å):
C 0.28 -0.21 -0.33
C 0.80 -0.74 0.01
H 0.02 0.07 0.00

Computed properties:
* charge: +2
* spin multiplicity: 2



C37H48Br2N2O6SeZr | the ωB97M-V functional and the def2-TZVPD basis

Last column: Mulliken charge in e.
Cartesian coordinates (Å):
C1 -0.227 5.523 2.656  -1.3108
H1 0.564 6.440 0.867  0.3924
C2 -0.102 -4.416 2.362  -1.8820
H2 0.111 -5.713 -3.822  0.3609
H3 1.923 -4.699 0.479  0.3035
C3 -1.675 -2.300 -1.644  0.2604
C4 1.053 0.640 -1.349  0.5954
O1 -2.139 0.356 2.339  -0.7387
C5 1.890 -3.732 0.984  -1.6827
H4 3.478 4.414 3.270  0.2819
H5 -3.479 -6.341 -1.510  0.3676
C6 -2.879 3.725 -0.565  0.0456
C7 -1.320 -4.662 -1.727  -0.1357
C8 -1.945 3.885 -3.099  -0.8497
C9 0.765 5.563 1.490  0.4031
H6 0.114 2.132 3.299  0.4343
H7 5.417 -1.130 -0.633  0.4120
C10 3.127 -0.469 -1.735  -0.7606
C11 2.192 5.628 2.035  -1.5134
C12 -0.969 -2.180 -0.441  0.0402
Zr1 -1.403 0.849 0.476  0.7640
H8 -0.419 4.253 0.244  -0.5161
H9 -0.161 -5.419 -0.118  0.3118
H10 -1.263 -7.276 -0.684  0.3856
C13 -0.958 -5.933 -3.851  -1.6613
C14 4.975 -0.336 -0.031  -1.9312
H11 0.216 -7.019 -1.627  0.3916
C15 2.284 3.125 2.040  -2.5290
C16 0.537 -2.044 2.191  -2.1441
H12 2.533 -3.786 1.866  0.4864
C17 -0.865 -7.157 -1.694  -2.0601
N1 -2.058 2.758 -0.982  0.3638
C18 2.769 0.793 0.289  -0.4113
C19 0.598 4.296 0.647  -0.4325
H13 2.909 5.668 1.209  0.5280
H14 1.048 -1.261 1.630  0.2077
C20 1.476 1.157 -0.113  1.1758
H15 2.300 -2.978 0.307  0.2196
H16 4.955 -0.669 1.007  0.3829
H17 0.502 -4.438 3.272  0.5144
C21 0.854 3.024 1.482  1.6874
H18 -3.946 5.548 -0.944  0.5302
H19 3.005 3.158 1.223  0.6053
H20 0.036 0.798 -1.701  -1.0049
C22 -0.405 -3.325 0.129  -0.9440
H21 1.677 3.497 4.707  0.5280
C23 -3.044 -6.290 -2.510  -1.6338
C24 -0.091 3.017 2.689  -1.4680
O2 -4.822 0.611 2.723  -0.6868
H22 -1.098 -6.888 -4.362  0.4388
H23 3.768 -1.090 -2.351  0.3709
H24 -0.089 -5.420 1.936  0.3150
H25 -0.667 4.255 4.352  0.3660
C25 2.451 4.390 2.894  0.3867
H26 -0.938 2.091 -2.586  0.5704
Br1 -3.487 3.643 1.207  -0.0076
C26 -3.282 4.794 -1.337  -0.6703
Br2 -2.390 -0.730 -2.437  -0.0511
H27 -0.130 6.430 3.261  0.5976
H28 1.284 4.299 -0.206  0.4546
H29 -1.539 3.905 -4.102  0.3826
C27 -1.861 -3.505 -2.280  -0.4341
Se1 -3.730 -0.147 1.854  1.1532
H30 2.330 6.535 2.631  0.5649
H31 2.503 2.249 2.659  0.4554
H32 0.808 -1.747 -3.202  0.1418
H33 5.635 0.532 -0.084  0.3666
H34 -1.252 5.498 2.274  0.3289
C28 1.832 -0.181 -2.150  0.1049
H35 -2.424 -3.537 -3.203  0.4661
C29 -2.808 4.877 -2.638  0.8447
H36 -1.123 2.930 2.349  0.2929
H37 -1.445 -5.162 -4.450  0.3318
O3 -3.758 -1.729 1.710  -0.5772
O4 -0.826 -0.963 0.088  1.3174
C30 -1.538 -6.000 -2.432  1.8778
C31 1.474 4.363 4.069  -1.5940
O5 -3.203 5.918 -3.384  -0.5432
N2 0.527 1.838 0.667  0.6583
C32 3.591 0.009 -0.513  0.3978
H38 2.061 -0.943 -4.148  0.4968
H39 0.510 -0.144 -3.859  0.2913
C33 1.274 -0.781 -3.412  -1.5684
H40 1.114 -2.233 3.099  0.6575
C34 0.047 4.291 3.525  0.3388
H41 1.600 5.258 4.685  0.5795
C35 -1.608 2.865 -2.244  -0.7621
H42 -1.129 -4.174 2.638  0.3875
C36 0.459 -3.356 1.401  2.4872
H43 -3.220 -7.243 -3.013  0.4459
C37 -0.604 -4.533 -0.547  -0.3920
H44 -3.573 -5.514 -3.065  0.3370
H45 3.143 1.059 1.262  0.4794
O6 -3.515 0.602 0.326  -0.7202
H46 -1.049 -8.087 -2.234  0.4419
H47 -0.448 -1.684 2.486  0.1964
H48 -2.814 5.875 -4.265  0.3129

Forces on atoms 1 to 3 (eV/Å):
C -0.01 -0.01 0.01
H 0.00 0.00 0.00
C 0.00 -0.02 0.01



Number 1: electronic energy -120562.367 eV. Number 2: electronic energy -220457.945 eV. Number 3: electronic energy -261128.672 eV.